A 2-piece molecular cluster, C3HCl2FO2 overall, computed with ωB97M-V/def2-TZVPD.

## Properties
Structure (SMILES) ... O=C=C(Cl)Cl.O=CF
HOMO-LUMO gap ... 0.3258 Eh
Energy relative to the best compared isomer or geometry (same formula, charge and spin) ... 9.3 kJ/mol
Largest force on an atom ... 0.06721 hartree/bohr

ORCA input file:
```
! wB97M-V def2-TZVPD RIJCOSX def2/J DEFGRID3
* xyz 0 1
C 1.27044 -0.03821 1.06816
C 1.10890 1.23911 1.44666
C -1.67579 -0.50186 -1.43858
O 0.85713 2.36385 1.62623
O -1.19526 0.38439 -0.88586
F -1.05558 -1.23531 -2.42493
Cl 1.00152 -1.18627 2.21852
Cl 2.44656 -0.24765 -0.20190
H -2.75792 -0.77806 -1.40831
*
```

Quick look at the Mulliken charges, all values in e: 0.204 0.442 0.211 -0.325 -0.277 -0.204 -0.169 -0.160 0.279

---

An isolated ion of composition C3HCl2N2 and charge +1, computed with ωB97M-V/def2-TZVPD.

## Properties
HOMO-LUMO gap (spin up / spin down) ... 0.2758 / 0.2758 Eh
Energy relative to the best compared isomer or geometry (same formula, charge and spin) ... 156.3 kJ/mol
Largest force on an atom ... 0.05764 hartree/bohr

ORCA input file:
```
! wB97M-V def2-TZVPD RIJCOSX def2/J DEFGRID3
* xyz 1 1
C -2.10645 -0.20534 -0.26853
C 1.81386 -0.90645 0.16735
C 0.09310 0.85602 -0.00631
N 1.13117 0.03625 -0.02796
N -1.08676 0.32127 -0.04141
Cl 2.87456 -2.05890 0.03022
Cl 0.30364 2.57551 0.07087
H -3.02312 -0.61837 0.07576
*
```

Quick look at the Mulliken charges, all values in e: -0.027 0.482 0.342 -0.065 -0.037 0.021 -0.091 0.376

---

A 2-piece molecular cluster, C3HCl3F2 overall, computed with ωB97M-V/def2-TZVPD.

## Properties
HOMO-LUMO gap ... 0.2992 Eh
Energy relative to the best compared isomer or geometry (same formula, charge and spin) ... 306.5 kJ/mol
Largest force on an atom ... 0.01906 hartree/bohr

ORCA input file:
```
! wB97M-V def2-TZVPD RIJCOSX def2/J DEFGRID3
* xyz 0 1
C 0.95118 -0.49593 0.16087
C 1.10076 0.80096 0.42235
C -1.58850 -0.82590 -0.66688
F 0.70367 -1.36434 1.14214
F 0.94886 1.31042 1.64572
Cl 1.43100 1.97141 -0.77497
Cl -2.55359 -0.77172 0.69740
Cl -2.03040 0.32328 -1.81713
H 1.03702 -0.94817 -0.80950
*
```

Quick look at the Mulliken charges, all values in e: -0.475 0.590 0.034 -0.236 -0.209 -0.137 -0.015 -0.034 0.482

---

A 2-piece molecular cluster, C3HClF2 overall, computed with ωB97M-V/def2-TZVPD.

## Properties
HOMO-LUMO gap ... 0.3652 Eh
Energy relative to the best compared isomer or geometry (same formula, charge and spin) ... 288.2 kJ/mol
Largest force on an atom ... 0.06154 hartree/bohr

ORCA input file:
```
! wB97M-V def2-TZVPD RIJCOSX def2/J DEFGRID3
* xyz 0 1
C 0.21747 -0.41094 -0.81355
C -0.92145 -0.01938 -0.20107
C 0.27372 -0.05909 0.57866
F 0.67679 -0.62881 1.67734
F 1.57817 1.66417 0.72421
Cl -2.55616 0.17373 -0.27177
H 0.73146 -0.71968 -1.69382
*
```

Quick look at the Mulliken charges, all values in e: -0.112 -0.051 0.695 -0.161 -0.642 -0.097 0.369

---

One molecule with the formula C3HClNP, computed with ωB97M-V/def2-TZVPD.

## Properties
Structure (SMILES) ... N#CC1=P(Cl)=C1
HOMO-LUMO gap ... 0.3486 Eh
Energy relative to the best compared isomer or geometry (same formula, charge and spin) ... 10.1 kJ/mol
Largest force on an atom ... 0.10554 hartree/bohr

ORCA input file:
```
! wB97M-V def2-TZVPD RIJCOSX def2/J DEFGRID3
* xyz 0 1
C -0.77646 -2.41038 -0.05158
C -0.30073 0.16183 0.43374
C -0.66509 -1.09878 0.34165
N -1.08016 -3.50287 -0.33712
P -2.12775 0.05173 1.04752
Cl -3.18341 0.26758 -0.65180
H 0.46935 0.59517 -0.02301
*
```

Quick look at the Mulliken charges, all values in e: 0.278 -0.548 0.246 -0.408 0.174 -0.180 0.437

---

One molecule with the formula C3HClS3, computed with ωB97M-V/def2-TZVPD.

## Properties
Structure (SMILES) ... S=C(C#CCl)SS
HOMO-LUMO gap (spin up / spin down) ... 0.2747 / 0.2747 Eh
Energy relative to the best compared isomer or geometry (same formula, charge and spin) ... 173.2 kJ/mol
Largest force on an atom ... 0.05767 hartree/bohr

ORCA input file:
```
! wB97M-V def2-TZVPD RIJCOSX def2/J DEFGRID3
* xyz 0 1
C 2.38058 -0.51430 -1.29498
C 2.70192 -0.17498 -2.42797
C 2.49455 -0.91172 0.04384
S 3.93631 -1.12831 0.77983
S -0.79095 -0.84580 0.32041
S 1.12815 -1.62571 0.89831
Cl 3.08636 0.30200 -3.90850
H -0.44275 -0.70940 -0.96779
*
```

Quick look at the Mulliken charges, all values in e: -0.452 0.445 0.432 -0.211 -0.180 -0.030 -0.170 0.165

---

C3HCsO2 as an isolated structure, computed with ωB97M-V/def2-TZVPD.

## Properties
HOMO-LUMO gap ... 0.1816 Eh
Energy relative to the best compared isomer or geometry (same formula, charge and spin) ... 0.0 kJ/mol
Largest force on an atom ... 0.01852 hartree/bohr

ORCA input file:
```
! wB97M-V def2-TZVPD RIJCOSX def2/J DEFGRID3
* xyz 0 1
C 2.79093 2.13153 -0.02422
C -2.75743 -0.16898 0.02782
O 2.51767 1.03371 -0.05064
O -2.31905 2.27165 0.07905
C -2.62891 1.10640 0.05918
Cs 0.30751 -2.13432 -0.04577
H -3.69489 -0.67196 -0.22132
*
```

Quick look at the Mulliken charges, all values in e: 0.122 -0.713 -0.120 -0.593 0.393 0.846 0.065

---

C3HCuO3 as an isolated structure, computed with ωB97M-V/def2-TZVPD.

## Properties
HOMO-LUMO gap (spin up / spin down) ... 0.3239 / 0.1979 Eh
Energy relative to the best compared isomer or geometry (same formula, charge and spin) ... 177.8 kJ/mol
Largest force on an atom ... 0.11690 hartree/bohr

ORCA input file:
```
! wB97M-V def2-TZVPD RIJCOSX def2/J DEFGRID3
* xyz 0 3
O 0.08072 1.02915 -0.29567
Cu 3.44374 0.06258 0.38364
O 1.91156 -0.24344 -0.38793
C 0.70244 -0.19377 -0.07628
O -0.06097 -1.10338 0.27794
C -1.99264 0.05548 0.19003
H -2.81914 -0.62362 0.06335
C -1.26571 1.01699 -0.15508
*
```

Quick look at the Mulliken charges, all values in e: -0.270 0.617 -0.816 0.949 -0.526 0.008 0.340 -0.302

---

C3HDyLiO4 as an isolated structure, computed with ωB97M-V/def2-TZVPD.

## Properties
HOMO-LUMO gap (spin up / spin down) ... 0.2935 / 0.2303 Eh
Largest force on an atom ... 0.14524 hartree/bohr

ORCA input file:
```
! wB97M-V def2-TZVPD RIJCOSX def2/J DEFGRID3
* xyz 4 7
O -1.56675 0.13997 -0.99819
C -0.47208 0.40852 -1.69453
O 0.62478 0.57130 -0.89004
O -0.74029 1.29379 -2.48877
Dy -1.74897 -0.78203 1.10565
C 0.59265 0.03435 0.32944
C 1.76904 -0.01363 1.01786
O 2.67420 -0.20433 1.68588
Li 4.65188 -0.50969 2.70673
H -2.11701 0.99993 -1.59017
*
```

Quick look at the Mulliken charges, all values in e: -0.652 0.726 -0.111 -0.259 2.622 -0.761 0.806 0.055 1.008 0.565

---

One molecule with the formula C3HF3O, computed with ωB97M-V/def2-TZVPD.

## Properties
Structure (SMILES) ... FC1=C(F)[C@@H](F)O1
HOMO-LUMO gap (spin up / spin down) ... 0.3122 / 0.3123 Eh
Energy relative to the best compared isomer or geometry (same formula, charge and spin) ... 444.2 kJ/mol
Largest force on an atom ... 0.07721 hartree/bohr

ORCA input file:
```
! wB97M-V def2-TZVPD RIJCOSX def2/J DEFGRID3
* xyz 0 1
C -0.26870 0.97249 0.45240
C 1.20078 0.16418 -0.27888
C -0.75973 -0.40423 -0.05191
O 0.34738 -0.70671 -0.90340
F -0.23072 1.39173 1.73445
F 2.42391 0.09828 -0.71029
F -1.87134 -0.30179 -0.80966
H -0.84158 -1.21395 0.56730
*
```

Quick look at the Mulliken charges, all values in e: -0.038 0.270 0.276 -0.240 -0.185 -0.147 -0.236 0.301

---

A 2-piece molecular cluster, C3HF3O overall, computed with ωB97M-V/def2-TZVPD.

## Properties
Structure (SMILES) ... O=C(F)F.C#CF
HOMO-LUMO gap ... 0.4176 Eh
Energy relative to the best compared isomer or geometry (same formula, charge and spin) ... 220.8 kJ/mol
Largest force on an atom ... 0.04964 hartree/bohr

ORCA input file:
```
! wB97M-V def2-TZVPD RIJCOSX def2/J DEFGRID3
* xyz 0 1
C 0.81262 -0.23155 -0.47384
C 1.62126 -1.08470 -0.55321
C -1.83900 -0.39448 2.44105
O -2.25620 -0.67806 1.37316
F 2.54458 -1.97303 -0.69591
F -1.56921 0.85844 2.78047
F -1.54542 -1.13054 3.44060
H -0.09523 0.26466 -0.28985
*
```

Quick look at the Mulliken charges, all values in e: -0.233 0.114 0.677 -0.365 -0.238 -0.167 -0.143 0.356

---

C3HF9KO10S3 as an isolated structure, computed with ωB97M-V/def2-TZVPD.

## Properties
HOMO-LUMO gap ... 0.1591 Eh
Energy relative to the best compared isomer or geometry (same formula, charge and spin) ... 83.9 kJ/mol
Largest force on an atom ... 0.04126 hartree/bohr

ORCA input file:
```
! wB97M-V def2-TZVPD RIJCOSX def2/J DEFGRID3
* xyz -3 1
K -1.63372 -0.17137 -0.68793
O -1.76232 -0.92707 -3.68016
H -2.30223 -1.46704 -3.09538
C -1.81299 1.22269 4.43920
F -1.58567 -0.06668 4.69711
F -2.55572 1.74270 5.43056
F -0.64936 1.90587 4.45577
S -2.54599 1.36317 2.70652
O -3.66873 0.41711 2.66819
O -2.89936 2.76617 2.56646
O -1.43461 0.95209 1.83894
C 1.26346 2.33842 -0.47545
F 0.19709 2.96223 0.06682
F 2.36029 2.78512 0.16208
F 1.09109 1.01944 -0.15135
S 1.39828 2.64641 -2.31981
O 0.35844 1.81645 -2.85324
O 1.20007 4.09184 -2.46565
O 2.77252 2.26066 -2.67344
C 1.78132 -4.26625 -1.01968
F 2.51326 -4.11724 0.10884
F 2.52775 -4.91557 -1.94159
F 0.72187 -5.06226 -0.70536
S 1.22808 -2.54784 -1.67481
O 2.44368 -1.76264 -1.64683
O 0.78903 -2.81087 -3.03500
O 0.20445 -2.17556 -0.71481
*
```

Quick look at the Mulliken charges, all values in e: 0.891 -1.007 0.050 0.547 -0.230 -0.241 -0.233 1.156 -0.712 -0.689 -0.578 0.502 -0.198 -0.266 -0.195 1.149 -0.570 -0.714 -0.694 0.439 -0.246 -0.236 -0.250 1.208 -0.659 -0.613 -0.611

---

Record order is preserved below.
Electronic energy: -1285.5810; -1144.3823; -1695.0761; -774.6538; -971.1361; -1769.5621; -285.4368; -1980.8636; -1306.4150; -489.5680; -489.6532; -3560.6765 hartree